## 1
C8H21NO4P | ωB97M-V/def2-TZVPD

```
! RIJCOSX wB97M-V def2-TZVPD def2/J DEFGRID3
* xyz 1 1
P -0.283 -0.026 0.319
O -0.995 1.389 0.594
O 1.773 0.170 -1.581
O -1.349 -0.674 -0.715
O 0.005 -0.975 1.418
N 2.380 0.697 0.626
C 3.075 -0.642 0.860
C -2.095 1.347 1.650
C -3.496 1.158 0.961
C 1.101 -0.223 -2.597
C 1.301 0.538 -0.359
C -0.897 -2.697 -1.961
C -1.636 -2.046 -0.830
C 1.955 1.422 1.896
H 3.191 -1.076 -0.147
H -2.024 2.327 2.125
H -3.619 0.223 0.579
H 2.315 -1.207 1.433
H -1.265 -2.382 -2.875
H 4.021 -0.466 1.392
H -1.112 -3.702 -1.691
H 0.258 -2.413 -2.008
H 1.114 0.963 2.442
H 0.516 2.285 -2.346
H 1.714 2.442 1.814
H -4.157 1.252 1.829
H 1.577 -0.425 -3.489
H 2.800 1.432 2.523
H 0.044 -0.411 -2.562
H -1.995 0.454 2.366
H 0.716 2.281 -1.484
H 2.837 1.580 0.311
H -3.718 1.933 0.212
H -1.243 -2.500 0.122
H -2.811 -2.027 -0.825
*
```

orbital gap (spin up / spin down): 8.26 / 7.80 eV
LUMO energy (spin up / spin down): -3.906 / -4.202 eV
HOMO energy (spin up / spin down): -12.16 / -12.00 eV

## 2
C8H21NO4P | ωB97M-V/def2-TZVPD

```
! RIJCOSX wB97M-V def2-TZVPD def2/J DEFGRID3
* xyz 1 1
P 0.957 -1.083 -1.359
O 2.464 -1.137 -0.828
O -2.779 2.384 2.509
O 1.065 0.248 -2.265
O 0.044 -0.943 -0.243
N -0.815 0.144 2.870
C 3.605 -1.156 -3.077
C -1.372 -1.141 2.641
C -2.870 1.311 3.331
C 0.054 0.751 2.146
C -0.849 0.769 -3.842
C -0.123 1.034 -2.562
C 3.470 -1.707 -1.658
C -1.532 0.879 3.936
H 4.299 -1.485 -1.113
H 0.308 1.791 2.315
H -0.873 -1.748 3.391
H -0.361 0.900 -4.817
H 2.698 -1.357 -3.706
H -2.411 -1.165 2.954
H 0.661 -2.144 -2.148
H -3.423 1.639 4.273
H 0.640 0.136 1.472
H -1.027 1.792 4.269
H 4.353 -1.853 -3.572
H -1.219 -1.621 1.731
H -3.467 2.950 2.544
H -3.594 0.556 2.926
H -1.715 0.168 4.792
H -1.166 -0.215 -3.745
H -0.879 0.858 -1.811
H 0.284 1.984 -2.623
H 3.911 -0.101 -3.192
H 3.335 -2.832 -1.767
H -1.670 1.393 -3.774
*
```

orbital gap: 9.84 eV
LUMO energy: -3.793 eV
HOMO energy: -13.63 eV

Which of them is least stable? Easy: 1.

## 1
C2H3ClF2S | ωB97M-V/def2-TZVPD

```
! RIJCOSX wB97M-V def2-TZVPD def2/J DEFGRID3
* xyz 0 1
Cl 0.107 -2.188 0.709
S -0.585 0.448 1.801
F -0.264 1.234 -1.157
F 1.693 0.622 -0.366
C -0.434 -0.600 0.303
C 0.466 0.123 -0.756
H 0.471 -0.618 -1.602
H -0.017 1.539 1.234
H -1.437 -0.559 -0.166
*
```

orbital gap: 10.44 eV
SMILES string: FC(F)[C@H](S)Cl
LUMO energy: 0.758 eV
HOMO energy: -9.68 eV

## 2
C2H3ClF2S | ωB97M-V/def2-TZVPD

```
! RIJCOSX wB97M-V def2-TZVPD def2/J DEFGRID3
* xyz 0 1
Cl -1.473 -1.537 -0.495
S 0.235 1.865 -0.569
F -1.170 0.070 1.351
F 0.221 -1.604 1.384
C 0.654 0.186 -0.095
C -0.435 -0.694 0.578
H 1.504 0.324 0.574
H -0.493 1.697 -1.743
H 0.956 -0.307 -0.985
*
```

orbital gap: 10.35 eV
SMILES string: FC(F)(Cl)CS
LUMO energy: 0.655 eV
HOMO energy: -9.69 eV

Which of them is least stable? Easy: 1.